Below is a 7-piece molecular cluster, C25H67NO19PS6 overall at a distorted geometry, with properties calculated with ωB97M-V/def2-TZVPD.

XYZ file:
```
119
Properties=species:S:1:pos:R:3:lowdin_charge:R:1
S 9.238 -1.793 -1.083 0.572
S 1.413 4.775 -5.109 0.560
S -6.034 -3.389 7.404 0.573
S -5.006 -3.108 -2.510 0.567
S 0.404 -0.142 -3.302 0.573
S 4.659 3.113 0.711 0.581
P -2.317 -1.068 3.260 1.050
O 1.139 -1.327 -3.612 -0.259
O 1.094 1.048 -2.883 -0.290
O 2.236 4.027 -6.011 -0.273
O 4.813 1.765 1.170 -0.286
O -3.883 -2.350 -2.020 -0.309
O -4.522 -4.022 -3.713 -0.257
O 9.366 -1.930 0.334 -0.274
O -7.098 -4.147 6.827 -0.264
O 1.761 6.319 -5.255 -0.261
O 8.714 -2.868 -1.868 -0.271
O 4.417 4.171 1.640 -0.261
O -5.795 -3.884 -1.605 -0.270
O 1.107 -0.608 1.439 -0.109
O 8.394 -0.476 -1.405 -0.263
O 3.522 3.123 -0.408 -0.253
O -0.009 4.604 -5.114 -0.278
O -6.600 -2.485 8.582 -0.259
O -5.199 -2.578 6.562 -0.300
O -0.573 0.226 -4.487 -0.251
N -1.127 -0.647 1.936 -0.076
C -3.411 -4.920 -3.488 -0.243
C -5.038 -4.449 8.393 -0.116
C 0.258 7.121 -7.041 -0.072
C -0.835 -0.539 -2.106 -0.118
C 2.497 -0.508 1.808 -0.220
C 2.892 -1.251 3.065 -0.057
C 1.683 6.906 -6.574 -0.244
C -2.164 1.767 3.578 -0.139
C -3.901 -1.548 2.507 -0.394
C 10.771 -1.249 -1.752 -0.120
C -6.066 -2.052 -3.434 -0.115
C 0.798 -0.061 -6.526 -0.062
C 2.242 2.552 -0.052 -0.240
C 0.009 0.883 -5.643 -0.231
C 6.521 -0.574 0.195 -0.077
C -3.788 -6.126 -2.651 -0.070
C -8.698 -1.542 7.689 -0.071
C -2.503 0.439 4.283 -0.376
C 6.963 -0.557 -1.255 -0.245
C -4.501 -2.591 3.484 -0.154
C 1.999 4.558 -3.463 -0.114
C 0.255 -0.885 2.476 -0.277
C 6.015 3.545 -0.323 -0.102
C -7.308 -1.276 8.231 -0.248
C 1.440 3.451 0.874 -0.056
H 0.273 -1.928 2.778 0.125
H 0.362 -0.219 3.331 0.133
H -5.470 -1.480 -4.139 0.077
H -1.278 -1.186 1.083 0.142
H 1.336 4.448 0.446 0.087
H -6.804 -2.664 -3.945 0.080
H 2.558 -2.284 3.086 0.087
H 0.445 3.029 1.034 0.068
H 10.662 -1.116 -2.824 0.076
H 6.588 -1.427 -1.797 0.117
H 6.574 0.328 -1.757 0.112
H 3.965 -1.219 3.156 0.090
H -4.618 -0.739 2.398 0.080
H -0.306 -0.894 -1.221 0.053
H -3.099 -5.235 -4.481 0.125
H 2.247 6.293 -7.279 0.116
H 1.490 5.266 -2.815 0.079
H -0.305 7.694 -6.304 0.086
H 0.187 -0.916 -6.817 0.086
H 2.815 0.527 1.876 0.086
H 5.439 -0.526 0.253 0.055
H 6.939 0.271 0.737 0.078
H 5.792 4.487 -0.814 0.079
H 3.051 -0.936 0.979 0.124
H -4.164 -2.346 4.485 0.016
H 11.055 -0.320 -1.264 0.076
H -3.771 -2.031 1.543 0.073
H -1.791 0.317 5.091 0.071
H -6.709 -0.695 7.527 0.110
H 0.255 7.661 -7.988 0.084
H 3.075 4.710 -3.448 0.079
H -4.082 -3.563 3.255 0.078
H -8.663 -2.064 6.734 0.070
H -9.227 -0.600 7.543 0.084
H 11.501 -2.025 -1.535 0.079
H 2.512 -0.766 3.961 0.080
H 1.922 3.563 1.845 0.071
H -1.092 1.866 3.441 0.058
H 6.178 2.750 -1.046 0.066
H 1.705 2.409 -0.987 0.092
H -3.488 0.475 4.733 0.091
H 1.127 0.463 -7.423 0.088
H -7.369 -0.707 9.156 0.123
H 6.853 -1.483 0.696 0.075
H 6.882 3.654 0.326 0.085
H 2.391 1.566 0.384 0.077
H -0.828 1.294 -6.200 0.128
H -2.581 -4.368 -3.045 0.110
H -4.625 -5.205 7.729 0.079
H 2.197 7.861 -6.488 0.123
H -4.648 -6.638 -3.082 0.089
H -1.162 0.347 1.687 0.124
H -4.051 -5.842 -1.634 0.069
H -1.479 -1.323 -2.500 0.058
H -0.261 6.176 -7.190 0.069
H 0.622 1.719 -5.310 0.091
H -4.243 -3.866 8.850 0.076
H -6.554 -1.392 -2.721 0.078
H -2.459 2.586 4.224 0.082
H 1.680 -0.446 -6.017 0.072
H -2.949 -6.820 -2.604 0.085
H 1.754 3.535 -3.177 0.048
H -1.406 0.358 -1.879 0.077
H -5.669 -4.914 9.146 0.080
H -5.581 -2.584 3.454 0.084
H -9.266 -2.163 8.382 0.088
H -2.680 1.835 2.625 0.072
```

Results
LUMO	-0.089	Ha
calculated total energy	-5207.214939	Eh
2S+1	1
net charge	+1

Below is a 6-piece molecular cluster, C25H68B2NO8P2 overall at a distorted geometry, with properties calculated with ωB97M-V/def2-TZVPD.

XYZ file:
```
106
Properties=species:S:1:pos:R:3:lowdin_charge:R:1
P 2.432 0.453 0.240 0.821
P 4.096 1.756 -0.322 0.988
O -1.283 2.825 -0.736 -0.183
O 2.100 -3.782 1.995 -0.192
O 4.993 0.349 -2.750 0.140
O -3.568 -3.405 -1.086 -0.152
O -5.420 1.406 -4.753 -0.177
O 3.903 4.065 -2.140 0.129
O 6.722 1.178 -1.293 -0.030
O 1.650 0.840 5.212 -0.187
N 2.126 3.974 -0.455 0.124
C 3.310 -4.501 2.182 -0.280
C 0.896 -4.521 2.152 -0.272
C -7.408 1.146 -6.180 -0.077
C 3.486 -5.661 1.217 -0.074
C -2.545 -2.465 -0.824 -0.290
C 1.260 -1.001 -1.942 -0.139
C -6.629 2.002 -5.197 -0.278
C 2.375 -1.082 -0.828 -0.427
C -4.465 1.102 -5.755 -0.284
C 2.034 0.187 6.414 -0.277
C 7.354 -0.080 -0.982 -0.223
C 0.727 -5.140 3.528 -0.068
C -4.876 -3.032 -0.682 -0.271
C 0.996 -0.793 6.935 -0.073
C 0.465 1.621 5.273 -0.281
C -3.989 2.317 -6.533 -0.077
C -5.383 -1.764 -1.348 -0.073
C 8.186 0.045 0.346 -0.049
C 0.528 2.751 6.286 -0.076
C -2.507 2.103 -0.738 -0.275
C -2.213 4.961 0.068 -0.074
C -1.372 4.227 -0.962 -0.280
C -2.374 -2.131 0.646 -0.080
C 2.816 -0.176 1.973 -0.299
C -3.271 2.189 -2.047 -0.070
B 3.355 3.390 -1.038 -0.660
B 5.346 1.008 -1.574 -0.724
H 0.765 -4.369 4.300 0.077
H -7.236 2.158 -4.303 0.118
H -4.855 0.333 -6.430 0.107
H 2.951 -0.358 6.184 0.116
H 2.707 -6.414 1.336 0.070
H 0.775 -1.551 6.180 0.075
H 8.005 -0.888 0.917 0.080
H 1.512 -5.865 3.750 0.070
H -6.404 -1.551 -1.027 0.081
H 1.204 -2.013 -2.387 0.081
H -2.244 1.060 -0.549 0.101
H -2.205 6.033 -0.133 0.081
H -3.267 -1.673 1.072 0.070
H -3.561 3.060 -5.856 0.078
H -6.847 0.963 -7.098 0.066
H 9.269 0.101 0.159 0.078
H -0.350 4.604 -0.920 0.091
H 3.056 0.660 2.651 0.034
H -2.165 -3.036 1.219 0.072
H 4.823 2.095 0.849 0.040
H 6.632 -0.920 -0.902 0.119
H -3.566 3.212 -2.283 0.072
H 3.394 -4.839 3.219 0.110
H -0.391 3.337 6.256 0.081
H 3.356 -1.347 -1.274 0.071
H -8.343 1.637 -6.451 0.079
H 2.080 -1.912 -0.146 0.073
H -5.526 -3.863 -0.958 0.121
H 3.593 -0.967 1.963 0.041
H 0.084 -3.812 1.980 0.102
H -0.402 0.978 5.457 0.108
H -1.818 4.792 1.073 0.080
H -2.654 1.828 -2.874 0.080
H 2.295 0.924 7.179 0.108
H 0.330 2.045 4.276 0.113
H 4.118 -3.783 2.024 0.109
H -6.430 2.995 -5.614 0.107
H 1.363 -1.289 7.834 0.081
H 7.871 0.942 0.904 0.078
H 0.816 -5.281 1.368 0.111
H -3.229 2.026 -7.261 0.078
H -4.802 2.799 -7.077 0.067
H -7.639 0.174 -5.739 0.082
H -4.769 -0.897 -1.098 0.052
H -1.543 -1.433 0.778 0.065
H 0.058 -0.298 7.188 0.068
H 8.062 -0.373 -1.782 0.128
H -4.927 -2.949 0.409 0.107
H 1.370 3.411 6.068 0.082
H 5.704 0.570 -3.363 0.126
H -1.618 -2.912 -1.191 0.112
H -0.232 -5.655 3.595 0.083
H 0.261 -0.823 -1.500 0.058
H 3.446 -5.308 0.184 0.080
H -3.133 2.421 0.102 0.110
H 1.540 -0.242 -2.688 0.070
H -4.178 1.586 -1.999 0.073
H -3.614 0.657 -5.237 0.110
H 0.657 2.381 7.304 0.069
H -3.251 4.627 0.064 0.068
H 1.890 -0.661 2.341 0.048
H 1.480 3.206 -0.242 0.032
H -1.734 4.427 -1.976 0.111
H -2.709 -1.556 -1.415 0.099
H -5.371 -1.873 -2.434 0.085
H 2.382 4.405 0.435 0.094
H 4.867 4.050 -2.093 0.100
H 4.448 -6.149 1.383 0.081
```

Results
LUMO	-0.130	Ha
calculated total energy	-2382.209779	Eh
2S+1	1
net charge	+1
ΔE to the lowest compared entry with this formula, charge and spin	36.5	kcal/mol